ORCA calculation (ωB97M-V/def2-TZVPD) on a structure of composition C27H31CeN2OSSi.

- total charge = +2
- gap between HOMO and LUMO (spin up / spin down) (eV) = 6.17 / 6.24
- DFT total energy (a.u.) = -2394.58471
- HOMO level (spin up / spin down) (eV) = -12.8 / -12.8
- spin multiplicity = 2
- energy relative to the best compared isomer or geometry (same formula, charge and spin) (kJ/mol) = 141.5
- expectation value of S² = 0.75

Last column: Mulliken spin population.
CARTESIAN COORDINATES (ANGSTROEM)
Ce: -0.13665 -0.19574 0.12899  1.02
C: 1.91556 -0.61519 3.56119  0.00
C: 0.49342 -0.71609 3.09992  0.00
C: -0.31075 0.43576 2.98282  0.00
C: -1.67918 0.33865 2.68019  0.00
C: -2.28110 -0.92045 2.58856  0.00
C: -1.50290 -2.06167 2.78161  0.00
C: -0.12818 -1.96890 2.97550  0.00
H: 2.59622 -1.22705 2.96977  0.00
H: 1.97347 -0.98535 4.58424  0.00
H: 2.25636 0.41614 3.55304  0.00
H: 0.11336 1.39704 3.25549  0.00
H: -2.29442 1.23416 2.72208  0.00
H: -3.35354 -1.01106 2.47554  0.00
H: -1.96702 -3.03353 2.85805  0.00
H: 0.43201 -2.86916 3.19261  0.00
C: -4.20450 -2.16389 -1.58491  0.00
Si: -2.32079 -2.37328 -1.83254  0.00
C: -1.77716 -3.53386 -3.24756  0.00
C: -1.62406 -3.16893 -0.20826  0.00
N: -1.51488 -0.80579 -1.72009  -0.01
C: -1.56614 0.06808 -2.80647  0.00
C: -2.32597 -0.18789 -3.95411  0.00
C: -2.30997 0.65126 -5.04915  0.00
C: -1.52216 1.78897 -5.05066  0.00
C: -0.78709 2.10005 -3.92147  0.00
C: -0.83108 1.27051 -2.81628  0.00
O: -0.11615 1.58753 -1.61186  0.00
C: 0.52865 2.83420 -1.63530  0.00
C: -0.19744 3.99768 -1.42033  0.00
C: 0.46768 5.21326 -1.40335  0.00
C: 1.84097 5.25982 -1.59585  0.00
C: 2.55879 4.09108 -1.80422  0.00
C: 1.90223 2.87111 -1.83501  0.00
H: -4.66469 -3.09804 -1.27825  0.00
H: -4.70003 -1.84319 -2.49622  0.00
H: -4.42440 -1.41815 -0.82178  0.00
H: -2.11695 -4.54495 -3.04399  0.00
H: -0.69377 -3.57631 -3.33771  0.00
H: -2.16815 -3.25840 -4.22146  0.00
H: -1.70425 -4.24763 -0.27486  0.00
H: -2.22207 -2.86620 0.64529  0.00
H: -0.54149 -2.95698 -0.01778  0.00
H: -2.94188 -1.06793 -3.97929  0.00
H: -2.90982 0.41110 -5.91175  0.00
H: -1.47835 2.43715 -5.90952  0.00
H: -0.18026 2.99197 -3.91286  0.00
H: -1.26920 3.94082 -1.29028  0.00
H: -0.08824 6.12240 -1.23935  0.00
H: 2.35224 6.20935 -1.59363  0.00
H: 3.62711 4.12891 -1.94337  0.00
H: 2.43671 1.94412 -2.01211  0.00
S: 1.62179 1.93838 1.21481  0.00
C: 2.83542 3.11833 1.35815  0.00
N: 2.43046 4.41258 1.38261  0.00
C: 3.27269 5.45110 1.54735  0.00
C: 4.61329 5.22892 1.70548  0.00
C: 5.07693 3.90441 1.74454  0.00
C: 4.19962 2.85946 1.57270  0.00
H: 1.43726 4.59085 1.25408  0.00
H: 2.84264 6.44145 1.56755  0.00
H: 5.29452 6.05811 1.81067  0.00
H: 6.12451 3.71234 1.92476  0.00
H: 4.53972 1.83749 1.61168  0.00

***

ORCA calculation (ωB97M-V/def2-TZVPD) on the molecule C19H18N6O2S.

- total charge = 0
- gap between HOMO and LUMO (eV) = 8.74
- DFT total energy (a.u.) = -1612.05791
- SMILES = COCCn1c(SCc2nc3ccccc3c(=O)[nH]2)nnc1-c1ccncc1
- HOMO level (eV) = -8.5
- energy relative to the best compared isomer or geometry (same formula, charge and spin) (kJ/mol) = 168.3

Last column: Löwdin charge in e.
CARTESIAN COORDINATES (ANGSTROEM)
C: 0.61624 -3.56541 -3.06608  -0.10
H: -0.45320 -3.62081 -3.29875  0.08
O: 0.87588 -2.79097 -1.92023  -0.18
C: 0.33603 -3.29806 -0.72834  -0.19
C: -1.13388 -2.88657 -0.51393  -0.11
N: -1.23233 -1.46489 -0.33050  0.00
C: -1.13953 -0.79406 0.85541  -0.61
N: -1.05749 0.49323 0.66243  0.05
N: -1.06940 0.69892 -0.65839  0.10
C: -1.16662 -0.45499 -1.26188  -0.26
C: -1.22073 -0.63400 -2.70481  -0.16
C: -2.20394 -1.40835 -3.31716  -0.03
C: -2.17898 -1.52974 -4.69723  -0.15
N: -1.27443 -0.94918 -5.46514  0.06
C: -0.35880 -0.19246 -4.88311  -0.14
C: -0.28500 0.00442 -3.51452  0.00
H: 0.47566 0.62526 -3.07133  0.12
H: 0.35170 0.27500 -5.55186  0.11
H: -2.92081 -2.12407 -5.21539  0.11
H: -2.98717 -1.88007 -2.74125  0.11
S: -1.14763 -1.58830 2.40207  0.98
C: -1.26353 -0.11567 3.46502  -0.36
C: -0.17526 0.88253 3.21433  -0.42
N: -0.45692 2.12297 3.34522  0.16
C: 0.54379 3.03745 3.12807  -0.21
C: 0.25158 4.39893 3.25587  -0.01
C: 1.23347 5.33789 3.03617  -0.07
C: 2.52569 4.94886 2.68559  -0.08
C: 2.83217 3.61340 2.55489  -0.01
C: 1.84999 2.64679 2.77664  -0.07
C: 2.16106 1.22714 2.65028  -0.40
O: 3.23179 0.73672 2.36413  0.08
N: 1.06680 0.40936 2.91777  0.17
H: 1.21763 -0.59022 2.82691  0.13
H: 3.82364 3.28246 2.28443  0.12
H: 3.28447 5.69809 2.51659  0.10
H: 1.00252 6.38861 3.13454  0.10
H: -0.75361 4.68315 3.52292  0.11
H: -2.22761 0.36443 3.30636  0.09
H: -1.20811 -0.50271 4.48476  0.09
H: -1.73146 -3.18183 -1.37807  0.11
H: -1.52342 -3.37651 0.38225  0.11
H: 0.94520 -2.87993 0.07884  0.13
H: 0.40825 -4.39346 -0.69653  0.13
H: 1.12821 -3.07099 -3.88857  0.10
H: 1.00810 -4.58238 -2.94839  0.09

***

ORCA calculation (ωB97M-V/def2-TZVPD) on a structure of composition C11H19LuN3O6P.

- total charge = +2
- gap between HOMO and LUMO (spin up / spin down) (eV) = 5.85 / 6.16
- DFT total energy (a.u.) = -2622.45419
- HOMO level (spin up / spin down) (eV) = -15.1 / -15.5
- energy relative to the best compared isomer or geometry (same formula, charge and spin) (kJ/mol) = 0.0

Last column: Löwdin charge in e.
CARTESIAN COORDINATES (ANGSTROEM)
O: 1.59640 3.96607 0.91975  0.03
C: 2.24453 3.02965 0.94487  0.00
Lu: 0.16126 -1.42590 0.04194  1.59
O: -1.45315 1.76021 -0.00129  0.19
C: -0.94085 0.72439 0.05938  -0.10
C: -1.17855 -1.28329 -1.87151  -0.05
O: -1.83384 -1.14566 -2.80985  0.21
C: 1.91027 -0.64209 -1.49317  -0.33
O: 2.66190 -0.76055 -2.42543  0.19
C: 0.80348 0.48291 -1.49144  -0.36
O: 0.80638 1.55762 -1.99495  0.17
H: 1.93960 -1.41635 -0.37444  0.08
C: 0.21172 0.29992 4.14073  -0.09
N: -1.15161 -0.24469 4.09951  -0.30
C: -2.19384 0.63194 4.62642  -0.07
P: -1.49999 -1.56063 3.18416  0.59
O: -0.57510 -1.56026 1.95715  -0.49
N: -1.29135 -2.93797 4.08719  -0.30
C: -1.52636 -4.21665 3.39989  -0.08
C: -0.18962 -2.98654 5.05344  -0.08
N: -3.05238 -1.54462 2.65227  -0.29
C: -3.38197 -1.48856 1.21651  -0.07
C: -4.15115 -1.88230 3.56317  -0.06
H: 0.46605 0.52129 5.18855  0.11
H: 0.27974 1.23351 3.56116  0.09
H: 0.94677 -0.41590 3.74493  0.08
H: -1.71834 1.56628 4.93753  0.10
H: -2.94842 0.85799 3.85843  0.09
H: -2.68976 0.18159 5.49887  0.10
H: -0.77877 -4.41671 2.61465  0.08
H: -1.45090 -5.00148 4.15905  0.10
H: -2.53241 -4.24279 2.96169  0.08
H: 0.79971 -2.98972 4.56622  0.09
H: -0.25874 -2.13897 5.74574  0.09
H: -0.30648 -3.91790 5.61581  0.10
H: -3.04383 -2.39577 0.68186  0.08
H: -4.47572 -1.43163 1.14223  0.10
H: -2.94703 -0.59573 0.73772  0.05
H: -3.99968 -2.86796 4.02291  0.09
H: -4.25967 -1.12896 4.35359  0.08
H: -5.06969 -1.90308 2.97243  0.10

***

ORCA calculation (ωB97M-V/def2-TZVPD) on a cluster of 3 separate species, C6H12NO in total.

- total charge = +1
- gap between HOMO and LUMO (eV) = 10.20
- DFT total energy (a.u.) = -365.42819
- HOMO level (eV) = -14.7
- energy relative to the best compared isomer or geometry (same formula, charge and spin) (kJ/mol) = 318.1

Last column: Löwdin charge in e.
CARTESIAN COORDINATES (ANGSTROEM)
C: -1.89362 -1.13415 0.93450  0.01
C: 0.36889 1.22872 1.55662  -0.15
C: -1.08780 -1.81659 -3.06824  -0.02
C: 2.53841 2.32525 1.30609  -0.05
C: -1.46153 -2.57948 -2.07287  -0.14
C: 1.07263 2.41169 1.92329  -0.19
N: -0.34957 0.51779 0.99406  0.19
O: -2.48147 -0.82398 -0.11441  0.09
H: -1.06340 -1.86990 0.86178  0.12
H: -0.05713 -1.40103 -3.17275  0.10
H: -2.12842 -0.68184 1.99016  0.16
H: -1.64149 -1.62111 -3.93217  0.05
H: 2.96986 3.26616 1.48487  0.05
H: 2.37781 2.26924 0.16963  0.11
H: 3.23620 1.53407 1.57662  0.08
H: -2.45884 -3.21156 -1.96431  0.13
H: -0.72466 -2.84333 -1.27725  0.07
H: 0.56420 3.26864 1.53334  0.12
H: 0.88232 2.52544 3.00638  0.13
H: -2.40148 -1.35317 -0.99341  0.11

***

Among the records above, which one has the lowest total charge? C19H18N6O2S

***

Look up the energy relative to the best compared isomer or geometry (same formula, charge and spin) of the third one. 0.0 kJ/mol